Entry from the Open Molecules 2025 dataset: C13H53BO15Si2 as an isolated structure in a non-equilibrium geometry (wB97M-V/def2-TZVPD).

Values from the calculation:
- orbital gap (eV) = 9.3
- HOMO energy (eV) = -9.405
- strongest force on any atom (eV/A) = 1.21

CARTESIAN COORDINATES (ANGSTROEM)
O (-0.343, 2.471, -1.056)
C (0.233, 1.197, -1.371)
C (1.765, 1.232, -1.410)
Si (2.565, -0.069, -0.311)
C (2.823, 0.655, 1.403)
B (1.601, 1.416, 1.989)
O (0.340, 0.883, 2.007)
O (1.771, 2.688, 2.525)
O (1.534, -1.395, -0.340)
Si (1.416, -2.418, 0.951)
O (0.051, -3.340, 0.683)
H (-0.566, 2.464, -0.111)
H (-0.134, 0.487, -0.639)
H (-0.148, 0.865, -2.322)
H (2.062, 1.003, -2.424)
H (2.120, 2.225, -1.172)
H (3.886, -0.377, -0.896)
H (3.221, -0.039, 2.131)
H (3.594, 1.408, 1.281)
H (-0.311, 1.568, 2.232)
H (1.376, 2.671, 3.410)
H (1.159, -1.665, 2.187)
H (2.560, -3.331, 1.055)
H (-0.726, -2.781, 0.854)
C (4.700, 2.007, 4.594)
O (4.243, 0.711, 4.213)
H (5.511, 2.275, 3.922)
H (3.904, 2.750, 4.499)
H (5.077, 2.008, 5.620)
H (3.526, 0.468, 4.808)
C (1.259, -5.242, -2.312)
O (1.030, -3.928, -2.825)
H (1.866, -5.789, -3.026)
H (1.790, -5.193, -1.355)
H (0.315, -5.768, -2.182)
H (0.491, -3.465, -2.177)
C (-2.821, -5.739, -1.328)
O (-1.610, -6.340, -0.881)
H (-3.343, -6.466, -1.945)
H (-3.464, -5.469, -0.486)
H (-2.622, -4.846, -1.928)
H (-1.151, -5.690, -0.337)
C (-0.723, 0.833, 5.624)
O (0.141, 1.964, 5.518)
H (-0.107, -0.056, 5.732)
H (-1.376, 0.921, 6.495)
H (-1.322, 0.747, 4.718)
H (-0.414, 2.744, 5.422)
C (-3.688, 1.339, -3.406)
O (-2.454, 0.817, -2.913)
H (-4.196, 0.539, -3.939)
H (-4.320, 1.687, -2.588)
H (-3.505, 2.167, -4.098)
H (-2.011, 1.530, -2.438)
C (-0.976, -8.104, -3.752)
O (-0.023, -7.260, -4.398)
H (-0.431, -8.910, -3.267)
H (-1.527, -7.540, -2.997)
H (-1.672, -8.530, -4.481)
H (-0.505, -6.542, -4.817)
C (-7.200, 3.551, -2.099)
O (-5.969, 3.060, -1.575)
H (-7.682, 2.729, -2.622)
H (-7.861, 3.896, -1.300)
H (-7.031, 4.368, -2.804)
H (-5.538, 3.785, -1.113)
C (3.957, 5.635, 2.562)
O (3.531, 4.790, 1.506)
H (4.415, 6.515, 2.117)
H (3.112, 5.955, 3.180)
H (4.699, 5.139, 3.197)
H (3.123, 4.010, 1.904)
C (2.896, 2.928, -5.208)
O (3.710, 2.328, -4.206)
H (1.882, 2.968, -4.821)
H (3.228, 3.946, -5.431)
H (2.900, 2.337, -6.128)
H (4.611, 2.289, -4.538)
C (-3.795, 0.864, 3.269)
O (-2.930, 2.000, 3.200)
H (-3.169, -0.017, 3.378)
H (-4.465, 0.932, 4.129)
H (-4.385, 0.765, 2.355)
H (-3.481, 2.781, 3.100)